81
Properties=species:S:1:pos:R:3:forces:R:3:lowdin_charge:R:1 method="wB97M-V/def2-TZVPD" spin_multiplicity=2 homo_lumo_gap_ha="0.226 / 0.246" homo_ha="-0.3152 / -0.3214" mol_weight_g_mol=1116.96
Re 0.11448 1.51090 -0.20507 0.6 0.6 -0.5 0.7124
F -2.22282 -0.91045 3.81311 -0.1 0.1 0.0 0.1317
C -3.06292 0.13436 3.67027 0.0 0.0 0.0 -0.5947
F -4.26696 -0.26190 4.11220 0.0 0.0 0.0 0.1425
F -2.63569 1.11167 4.48626 0.0 -0.1 -0.1 0.1479
C -3.13064 0.58628 2.23899 0.1 0.0 0.0 -0.1106
C -4.33189 0.65860 1.56204 0.0 0.0 0.0 0.0217
C -4.35939 1.04002 0.22339 0.1 0.0 0.0 -0.0237
C -3.16410 1.31003 -0.41129 -0.1 -0.1 0.0 -0.1142
N -2.00303 1.23548 0.24410 0.0 -0.1 0.0 -0.1397
C -1.95845 0.92926 1.55750 -0.1 0.0 -0.1 -0.6329
S -0.32063 1.02310 2.12975 -0.1 0.0 0.1 0.7337
H -5.24909 0.40682 2.07818 0.0 0.0 0.0 0.1308
H -5.29062 1.11660 -0.31679 0.0 0.0 0.0 0.1135
H -3.10093 1.60130 -1.44979 0.0 0.0 0.0 0.1182
S 2.38488 1.78468 -0.18102 -0.3 0.0 0.0 0.7555
C 2.89815 1.52583 -1.80419 -0.3 0.0 -0.1 -0.6700
C 4.29119 1.34538 -2.04240 0.2 0.0 0.0 -0.2661
N 5.41130 1.14158 -2.20405 0.0 0.0 0.0 0.1908
C 1.98558 1.46994 -2.82251 0.1 0.0 0.2 -0.6754
S 0.29981 1.63138 -2.51994 -0.2 0.0 0.5 0.7210
C 2.39280 1.24872 -4.17000 0.1 -0.1 -0.2 -0.2632
N 2.71872 1.03791 -5.25225 0.0 0.0 0.0 0.1871
O -1.98826 3.76146 -1.43501 0.1 0.1 0.1 0.0491
C -1.25142 4.22479 -0.58656 -0.2 0.0 -0.3 -0.4294
N -0.29443 3.50571 0.10544 0.0 -0.5 0.1 -0.0884
C 0.41330 4.33714 0.97056 0.2 0.0 0.2 -0.4452
O 1.32784 3.98218 1.67436 -0.1 0.1 -0.1 0.0515
C -0.16982 5.70626 0.83298 0.0 0.1 0.0 -0.0848
C 0.15383 6.88923 1.46481 0.0 -0.1 0.0 0.0092
C -0.57588 8.01790 1.10366 0.0 0.0 0.0 -0.0607
C -1.58338 7.95120 0.14477 0.0 0.0 0.0 -0.0625
C -1.90064 6.75268 -0.48657 0.0 -0.1 0.0 0.0055
C -1.17395 5.63913 -0.11761 0.0 0.1 0.0 -0.0879
H 0.94224 6.93058 2.20352 0.0 0.0 0.0 0.1233
H -0.35687 8.96808 1.57239 0.0 0.0 0.0 0.1063
H -2.12695 8.85065 -0.11243 0.0 0.0 0.0 0.1059
H -2.67816 6.69105 -1.23511 0.0 0.0 0.0 0.1210
F -5.04268 -4.28717 1.80439 0.1 -0.1 0.0 0.1371
C -3.80383 -4.79296 1.94267 0.0 0.0 0.0 -0.5764
F -3.77195 -5.96411 1.27326 0.0 0.1 0.1 0.1453
F -3.62398 -5.07796 3.24580 -0.1 0.0 -0.2 0.1440
C -2.75080 -3.84696 1.43501 0.0 0.0 0.0 -0.1100
C -1.42526 -4.05960 1.78886 -0.1 0.0 0.0 0.0123
C -0.44123 -3.20861 1.31938 0.0 0.1 0.0 -0.0491
C -0.77486 -2.12109 0.51238 0.1 -0.1 0.0 -0.3146
C -2.09983 -1.95427 0.12427 0.0 0.0 0.0 -0.0775
C -3.08877 -2.80720 0.58666 0.0 0.0 0.0 0.0104
P 0.49326 -1.02027 -0.21856 -0.1 -0.2 0.0 0.9848
C 0.71233 -1.90596 -1.80483 0.0 0.1 0.0 -0.3241
C -0.11308 -1.55253 -2.86641 0.0 0.0 0.0 -0.1110
C -0.07402 -2.25645 -4.05955 0.0 0.0 0.0 0.0154
C 0.78991 -3.32991 -4.18791 0.0 0.0 0.0 -0.1058
C 1.59775 -3.71460 -3.12579 0.0 0.0 0.0 0.0110
C 1.55435 -3.01031 -1.93661 -0.1 0.0 0.0 -0.0570
C 0.85983 -4.12086 -5.46572 0.0 0.0 0.0 -0.5778
F 0.45479 -5.39462 -5.26805 0.1 0.2 -0.1 0.1404
F 2.11853 -4.17956 -5.93686 -0.2 0.0 0.0 0.1489
F 0.08557 -3.59813 -6.42965 0.1 -0.1 0.1 0.1419
C 2.02285 -1.32424 0.72087 0.0 0.1 0.0 -0.3893
C 2.00990 -1.35518 2.11191 0.0 0.0 0.0 -0.1115
C 3.19854 -1.42400 2.82132 0.1 0.0 0.0 0.0179
C 4.40529 -1.44494 2.14279 0.0 0.0 0.0 -0.1028
C 4.43514 -1.39086 0.75483 0.0 0.0 0.1 0.0141
C 3.24795 -1.32574 0.05115 0.0 0.0 0.0 -0.1202
C 5.70123 -1.55434 2.89837 0.1 0.0 0.1 -0.5755
F 6.17490 -2.82030 2.86557 0.0 0.2 0.0 0.1408
F 6.65145 -0.76443 2.37042 -0.1 -0.1 0.1 0.1482
F 5.56039 -1.21736 4.19261 0.1 -0.1 -0.2 0.1392
H -1.16232 -4.88951 2.43109 0.0 0.0 0.0 0.1313
H 0.58707 -3.39835 1.58985 0.0 0.0 0.0 0.1061
H -2.37204 -1.16259 -0.55793 0.0 0.1 0.0 0.0935
H -4.11714 -2.65739 0.28783 0.0 0.0 0.0 0.1266
H -0.78939 -0.71276 -2.77544 0.0 -0.1 0.0 0.0555
H -0.70648 -1.96269 -4.88507 0.0 0.0 0.0 0.1274
H 2.26000 -4.56397 -3.22834 0.0 0.0 0.0 0.1316
H 2.17550 -3.33418 -1.11403 0.0 0.0 0.0 0.1090
H 1.07713 -1.30411 2.65516 0.0 0.0 0.0 0.0752
H 3.18074 -1.44428 3.90192 0.0 0.0 0.0 0.1282
H 5.37832 -1.37639 0.22488 0.0 0.0 0.0 0.1331
H 3.28771 -1.25475 -1.02816 0.0 0.0 0.0 0.1045